(1)
DFT (ωB97M-V/def2-TZVPD) results for a molecular structure, C42H50BN6O3PdS2Te.

* charge: 0
* 2S+1: 4
* HOMO (alpha / beta): -6.770 / -7.261 eV

```
106
C42H50BN6O3PdS2Te, DFT ωB97M-V/def2-TZVPD
Pd 0.115 0.247 0.617
C -1.323 -3.124 -0.809
N -0.016 -2.959 -1.417
C 0.908 -3.947 -1.665
C 1.970 -3.342 -2.242
N 1.700 -2.000 -2.357
B 2.697 -1.055 -3.118
N 2.760 0.407 -2.563
C 2.958 1.468 -3.420
C 3.072 2.596 -2.686
N 2.933 2.220 -1.368
C 2.963 3.107 -0.220
C 2.749 0.879 -1.310
S 2.584 0.001 0.153
C 0.481 -1.778 -1.851
S -0.385 -0.302 -1.730
H -1.455 -4.178 -0.570
H -2.102 -2.809 -1.501
H -1.387 -2.523 0.096
H 0.735 -4.975 -1.404
H 2.903 -3.751 -2.585
H 2.348 -0.959 -4.271
H 3.786 -1.578 -3.018
H 2.993 1.321 -4.484
H 3.230 3.619 -2.976
H 2.583 4.082 -0.519
H 3.978 3.210 0.163
H 2.331 2.694 0.564
C 4.804 -3.405 0.169
O 3.780 -4.362 0.432
C 4.092 -5.484 1.104
C 5.377 -5.986 1.264
C 5.576 -7.185 1.938
C 4.507 -7.893 2.462
C 3.224 -7.379 2.331
C 3.014 -6.182 1.672
N 1.697 -5.654 1.534
C 1.293 -4.412 1.812
C 1.910 -3.442 2.572
C 3.004 -3.689 3.467
C 3.557 -2.685 4.182
C 3.052 -1.356 4.030
C 2.018 -1.065 3.207
C 1.379 -2.093 2.418
O 0.435 -1.841 1.627
H 4.291 -2.512 -0.180
H 5.490 -3.765 -0.601
H 5.354 -3.178 1.085
H 6.219 -5.451 0.850
H 6.583 -7.567 2.046
H 4.667 -8.827 2.982
H 2.375 -7.895 2.765
H 1.034 -6.245 1.058
H 0.345 -4.135 1.363
H 3.360 -4.701 3.604
H 4.360 -2.880 4.880
H 3.510 -0.555 4.599
H 1.651 -0.050 3.112
C -0.973 -0.052 4.069
C -0.797 0.833 2.850
O 0.193 1.607 2.768
N -1.754 0.700 1.920
Te -1.687 2.411 0.477
C -3.575 1.773 -0.252
C -4.639 1.551 0.633
C -4.609 1.809 2.117
C -5.850 1.091 0.113
C -6.037 0.858 -1.237
C -7.349 0.349 -1.770
C -4.978 1.119 -2.095
C -3.752 1.581 -1.632
C -2.690 1.881 -2.652
C -1.858 4.371 -0.577
C -1.042 4.670 -1.666
C 0.006 3.740 -2.219
C -1.220 5.891 -2.321
C -2.174 6.807 -1.918
C -2.364 8.112 -2.642
C -2.958 6.492 -0.812
C -2.813 5.294 -0.126
C -3.691 5.037 1.069
H -1.648 0.462 4.757
H -0.019 -0.209 4.566
H -1.426 -1.002 3.793
H -3.854 2.537 2.403
H -4.384 0.891 2.660
H -5.584 2.177 2.440
H -6.673 0.924 0.800
H -8.083 0.240 -0.973
H -7.224 -0.623 -2.251
H -7.759 1.030 -2.518
H -5.103 0.960 -3.161
H -2.858 1.297 -3.557
H -1.689 1.647 -2.290
H -2.706 2.940 -2.919
H 0.253 2.920 -1.548
H 0.919 4.297 -2.433
H -0.324 3.294 -3.160
H -0.589 6.120 -3.175
H -1.624 8.236 -3.433
H -2.274 8.958 -1.959
H -3.355 8.165 -3.097
H -3.699 7.207 -0.467
H -4.221 5.945 1.354
H -3.106 4.701 1.926
H -4.433 4.265 0.855
```

=====

(2)
DFT (ωB97M-V/def2-TZVPD) results for 10 unconnected molecules or ions with the total composition C5H28NO11 at a distorted geometry.

* charge: 0
* relative energy (zero: lowest compared OMol25 entry of this formula, charge and spin): 35.4 kJ/mol
* 2S+1: 2
* HOMO (alpha / beta): -10.480 / -10.480 eV

```
45
C5H28NO11, DFT ωB97M-V/def2-TZVPD
C -0.481 -1.578 -1.283
C 0.664 -2.400 -1.928
C -0.172 -1.142 0.129
N -0.692 -0.041 0.770
C -1.481 0.929 0.080
C -0.639 2.094 -0.610
O 0.302 1.597 -1.428
O 0.576 -1.889 0.752
H -1.321 -2.249 -1.237
H -0.613 -0.658 -1.858
H 0.469 -2.253 -2.988
H 0.835 -3.394 -1.525
H 1.611 -1.969 -1.587
H -0.154 0.389 1.508
H -2.114 0.459 -0.668
H -2.164 1.471 0.745
H -0.214 2.777 0.138
H -1.378 2.632 -1.240
H 2.857 0.605 -1.299
H 2.536 0.623 0.217
O 2.785 0.048 -0.519
H 2.199 4.098 -1.346
H 1.481 2.674 -1.409
O 2.316 3.166 -1.157
H -2.109 -3.009 -2.335
H -3.203 -2.118 -2.818
O -2.841 -3.000 -2.958
H -3.562 -2.866 0.831
H -2.421 -3.651 0.083
O -2.619 -2.906 0.650
H -0.121 -0.700 4.922
H -0.523 -1.593 3.723
O -0.748 -1.363 4.627
H 2.497 2.279 0.482
H 1.521 2.863 1.422
O 2.198 2.177 1.413
H 1.279 -0.994 2.294
H 2.011 0.308 2.621
O 1.764 -0.540 3.013
H 0.885 1.033 -4.097
H -0.113 1.599 -3.135
O -0.012 1.384 -4.083
H 0.323 1.688 4.055
H -0.776 1.709 3.042
O -0.639 1.712 3.990
```

=====

(3)
DFT (ωB97M-V/def2-TZVPD) results for 14 unconnected molecules or ions with the total composition C15H58N12O14 at a distorted geometry.

* charge: 0
* relative energy (zero: lowest compared OMol25 entry of this formula, charge and spin): 0.0 kJ/mol
* HOMO: -9.726 eV

```
99
C15H58N12O14, DFT ωB97M-V/def2-TZVPD
C 5.292 -1.499 0.157
C 4.050 -0.635 0.396
C 3.909 -0.249 1.835
O 4.231 0.555 -0.423
H 6.105 -0.779 0.352
H 5.265 -1.887 -0.860
H 5.384 -2.373 0.827
H 3.150 -1.167 0.133
H 4.826 0.229 2.225
H 3.772 -1.174 2.384
H 3.091 0.423 1.907
H 3.504 1.225 -0.368
C 0.263 3.923 3.386
C 1.670 3.455 3.767
C 1.707 1.911 3.727
O 2.747 4.023 3.016
H -0.441 3.550 4.145
H -0.080 3.593 2.372
H 0.167 4.978 3.403
H 1.867 3.730 4.803
H 1.271 1.606 2.730
H 0.974 1.603 4.485
H 2.685 1.513 3.982
H 2.780 3.598 2.133
C -0.938 4.221 -1.201
C -0.200 3.307 -2.137
C -0.923 3.326 -3.476
O 1.159 3.737 -2.149
H -1.168 5.192 -1.607
H -0.562 4.410 -0.187
H -1.959 3.838 -1.009
H -0.195 2.262 -1.808
H -0.576 2.573 -4.189
H -0.907 4.321 -3.901
H -1.974 3.167 -3.246
H 1.146 4.611 -2.494
C -3.435 -3.678 -0.487
O -3.710 -4.007 0.668
N -3.314 -4.588 -1.474
N -3.101 -2.491 -0.855
H -3.692 -5.472 -1.172
H -3.326 -4.284 -2.421
H -2.794 -2.347 -1.807
H -3.268 -1.771 -0.196
C -1.268 -1.923 -3.865
O -1.868 -2.890 -3.442
N -0.805 -0.979 -3.015
N -1.001 -1.751 -5.160
H -1.241 -0.803 -2.106
H -0.565 -0.120 -3.462
H -0.686 -0.888 -5.495
H -1.163 -2.568 -5.741
C -4.189 2.727 1.425
O -4.226 3.902 1.251
N -4.553 1.831 0.402
N -3.782 2.078 2.613
H -4.099 0.942 0.384
H -4.566 2.247 -0.471
H -3.666 2.650 3.411
H -4.214 1.088 2.739
C -0.767 0.295 0.355
O -1.549 0.386 -0.591
N 0.426 -0.239 0.265
N -1.069 1.028 1.412
H 0.848 -0.667 1.067
H 0.572 -0.791 -0.552
H -1.968 1.468 1.491
H -0.611 0.796 2.256
C 1.294 -3.390 -0.804
O 1.847 -2.441 -1.405
N 0.162 -3.916 -1.384
N 1.577 -3.882 0.437
H -0.132 -3.759 -2.345
H -0.380 -4.605 -0.884
H 2.065 -3.304 1.051
H 0.826 -4.415 0.858
C 1.707 -0.049 -4.241
O 0.788 0.449 -4.931
N 2.066 -1.354 -4.400
N 2.434 0.635 -3.311
H 2.393 -1.748 -3.534
H 1.350 -1.805 -4.916
H 2.333 1.613 -3.158
H 3.061 0.134 -2.680
O -3.352 -1.245 2.360
H -3.921 -2.038 2.241
H -2.758 -1.581 3.088
O -1.264 -3.900 1.700
H -2.228 -4.019 1.640
H -1.177 -2.939 1.571
O 2.107 2.265 0.095
H 1.303 1.695 0.058
H 1.876 2.989 -0.492
O 0.661 -1.317 3.151
H 1.526 -0.920 3.404
H 0.402 -1.878 3.893
O -1.504 -2.847 4.163
H -2.140 -3.204 4.800
H -1.371 -3.519 3.438
```

=====

(4)
DFT (ωB97M-V/def2-TZVPD) results for a molecular structure, C28H32F12N4O5W at a distorted geometry.

* charge: +2
* relative energy (zero: lowest compared OMol25 entry of this formula, charge and spin): 25.9 kJ/mol
* HOMO: -13.857 eV

```
82
C28H32F12N4O5W, DFT ωB97M-V/def2-TZVPD
W -0.565 -0.347 -0.668
N -2.754 -0.340 -1.346
C -3.020 -1.138 -2.567
C -2.708 -2.568 -2.218
N -1.340 -2.614 -1.635
C -0.333 -3.366 -2.422
C 0.992 -2.633 -2.371
N 1.119 -1.930 -1.069
H -3.054 0.620 -1.488
H -3.330 -0.694 -0.584
H -4.049 -1.023 -2.904
H -2.356 -0.792 -3.354
H -3.413 -2.937 -1.471
H -2.792 -3.205 -3.096
H -1.447 -3.127 -0.773
H -0.237 -4.375 -2.019
H -0.650 -3.460 -3.458
H 1.821 -3.319 -2.530
H 1.021 -1.885 -3.150
H 1.204 -2.594 -0.300
H 1.993 -1.415 -1.083
C 2.240 5.874 -2.324
C 1.929 4.513 -1.769
C 2.259 4.164 -0.467
C 1.964 2.913 0.033
C 1.316 1.953 -0.739
N 1.040 0.660 -0.198
C 1.184 0.566 1.239
C 2.392 0.138 1.770
C 2.576 0.075 3.137
C 1.556 0.456 4.011
C 1.734 0.363 5.501
C 0.360 0.912 3.467
C 0.150 0.968 2.098
C -1.196 1.466 1.552
O -1.397 1.131 0.195
C -2.414 0.848 2.386
F -2.084 -0.308 2.996
F -3.437 0.567 1.570
F -2.836 1.668 3.335
C -1.311 3.035 1.630
F -0.736 3.499 2.734
F -2.585 3.425 1.599
F -0.711 3.581 0.574
C 0.962 2.296 -2.058
C 1.292 3.555 -2.547
C 0.361 1.285 -3.031
O -0.189 0.134 -2.386
C -0.866 1.835 -3.838
F -1.305 0.912 -4.696
F -0.641 2.950 -4.497
F -1.863 2.066 -2.954
C 1.505 0.743 -3.936
F 2.136 1.711 -4.564
F 1.058 -0.144 -4.827
F 2.384 0.100 -3.135
H 3.039 6.354 -1.762
H 1.361 6.520 -2.266
H 2.535 5.815 -3.372
H 2.764 4.879 0.171
H 2.243 2.680 1.052
H 3.200 -0.111 1.088
H 3.531 -0.249 3.536
H 2.789 0.364 5.773
H 1.296 -0.564 5.881
H 1.240 1.188 6.014
H -0.418 1.241 4.147
H 1.064 3.813 -3.569
C -0.571 -3.170 3.644
C -0.375 -3.335 2.143
C -0.486 -4.797 1.718
O 0.871 -2.800 1.715
C -1.460 -2.563 1.388
O -2.581 -2.938 1.249
O -1.077 -1.395 0.747
H 0.132 -3.822 4.167
H -1.582 -3.461 3.932
H -0.407 -2.136 3.948
H 0.286 -5.376 2.222
H -0.349 -4.907 0.637
H -1.463 -5.197 1.988
H 1.489 -2.805 2.453
```

=====

(5)
DFT (ωB97M-V/def2-TZVPD) results for a gas-phase ion, C2H7N2O2 (charge +1) at a distorted geometry.

* charge: +1
* SMILES string: CCN(O)[NH+]=O
* relative energy (zero: lowest compared OMol25 entry of this formula, charge and spin): 631.5 kJ/mol
* HOMO: -15.775 eV

```
13
C2H7N2O2, DFT ωB97M-V/def2-TZVPD
C 1.347 -0.646 0.525
C 0.614 -0.372 -0.815
N -0.682 0.062 -0.414
O -1.811 -0.624 -0.442
N -0.807 1.145 0.330
O -1.868 1.406 0.852
H 1.408 0.349 0.950
H 0.670 -1.245 1.125
H 2.372 -1.106 0.452
H 0.511 -1.323 -1.415
H 0.863 0.442 -1.529
H -2.503 0.065 -0.206
H -0.114 1.848 0.587
```

=====

How do the records compare in energy? In the order shown, they have -92567.9810, -29649.1997, -63050.4702, -80179.0953, -9250.2274 eV.